A 16-piece molecular cluster, C64H112N16 overall, computed with wB97M-V/def2-TZVPD.

Last column: Löwdin charge in e.
Atoms and positions in Å:
C  -9.515  28.933  8.291  -0.113
H  -8.137  17.023  17.309  0.079
H  -4.839  27.848  5.893  0.079
H  -2.101  23.971  18.978  0.105
H  -9.097  21.987  11.704  0.087
C  -9.604  24.184  18.644  -0.238
N  -7.738  29.025  12.965  0.207
H  -0.979  26.787  11.022  0.096
H  -3.078  27.718  7.532  0.104
C  -10.953  29.345  16.079  -0.241
C  -7.236  24.332  6.991  -0.240
C  -1.495  23.935  18.073  -0.237
N  -7.577  29.235  19.555  0.157
C  -0.832  24.426  12.712  -0.213
H  -6.107  21.782  15.001  0.029
H  -8.519  22.734  17.715  0.099
C  -9.495  20.411  15.607  -0.206
C  -8.554  31.465  12.530  -0.177
C  -0.818  25.789  10.604  -0.242
H  -6.637  17.844  13.937  0.101
N  -5.532  25.648  10.246  0.188
H  -7.029  26.396  13.473  0.082
C  -2.217  25.278  10.255  -0.111
C  -6.745  17.368  11.824  -0.105
C  -1.851  25.103  17.141  -0.199
C  -6.584  30.080  16.311  -0.252
H  -8.258  25.045  15.232  0.036
H  -2.818  25.047  11.137  0.048
H  -11.007  22.496  16.325  0.048
H  -3.287  29.507  9.520  0.119
C  -7.086  19.619  12.992  -0.192
H  -4.134  20.207  16.528  0.108
H  -9.209  18.203  18.297  0.085
H  -7.958  21.146  6.447  0.078
H  -9.187  17.805  15.267  0.101
C  -8.724  17.936  17.360  -0.090
C  -6.359  18.270  12.968  -0.260
C  -1.641  22.596  17.352  -0.111
H  -9.893  26.410  14.683  0.095
H  -7.647  27.874  10.224  0.075
H  -10.746  31.059  10.926  0.071
C  -6.621  22.061  7.815  -0.264
H  -2.167  24.321  9.724  0.085
H  -7.607  30.284  15.985  0.101
N  -13.436  22.646  12.907  0.170
C  -6.805  25.461  19.153  -0.077
H  -10.433  28.830  14.139  0.074
H  -11.292  20.889  11.483  0.125
C  -9.712  17.997  16.209  -0.254
C  -6.182  28.621  16.198  -0.114
H  -6.580  24.719  15.417  0.031
H  -4.363  22.268  15.468  0.066
H  -6.249  20.630  6.264  0.072
C  -9.885  26.694  16.816  -0.105
H  -5.555  22.321  7.853  0.112
H  -6.101  19.597  18.254  0.105
C  -8.097  30.096  12.762  -0.206
H  -10.273  32.704  12.684  0.108
C  -10.329  23.475  10.745  -0.095
C  -12.214  24.268  15.961  -0.220
N  -6.338  29.987  9.584  0.184
H  -0.258  25.934  9.681  0.110
N  -3.958  21.435  19.663  0.159
C  -10.009  22.550  11.912  -0.254
H  -1.513  26.052  17.563  0.107
C  -10.907  23.578  16.390  -0.131
C  -10.418  19.344  15.996  -0.179
C  -5.322  21.842  15.753  -0.087
C  -7.154  25.314  13.370  -0.226
C  -4.763  21.064  18.932  -0.217
H  -3.497  29.980  13.610  0.081
H  -12.006  30.998  12.141  0.076
H  -6.565  21.332  17.995  0.088
H  -9.531  27.453  17.517  0.078
H  -5.024  29.178  13.787  0.039
H  -8.397  23.335  8.329  0.105
C  -8.715  27.637  8.359  -0.234
C  -10.958  30.778  11.961  -0.089
C  -13.478  22.143  16.276  -0.241
C  -10.040  31.650  12.845  -0.246
C  -13.442  23.586  16.569  -0.169
C  -10.737  28.316  15.053  -0.176
N  -2.008  28.115  15.807  0.173
C  -5.767  20.590  17.961  -0.174
H  -6.690  25.096  20.173  0.079
H  -2.671  22.388  17.062  0.039
H  -11.191  24.109  10.960  0.073
C  -7.107  24.345  18.136  -0.257
C  -6.004  24.652  12.615  -0.165
H  -1.074  22.595  16.418  0.067
H  -8.684  27.590  15.273  0.074
H  -6.255  23.671  18.027  0.072
N  -7.109  25.085  6.133  0.158
C  -4.038  28.808  9.145  -0.178
N  -13.529  21.011  16.088  0.144
H  -9.292  25.792  16.963  0.028
C  -7.323  23.386  8.115  -0.187
C  -5.178  20.535  16.550  -0.237
C  -5.740  25.212  11.287  -0.190
H  -2.711  26.193  13.475  0.070
H  0.859  25.346  11.904  0.121
C  -0.050  24.862  11.554  -0.165
H  -8.188  22.942  19.412  0.131
H  -9.775  23.138  12.807  0.099
C  -8.406  27.207  9.812  -0.192
H  -7.002  20.101  13.963  0.059
H  -10.122  23.847  15.681  0.061
H  -5.710  22.611  16.434  0.039
C  -3.536  28.018  12.638  -0.247
H  -5.600  19.661  16.039  0.087
H  -6.754  31.664  17.798  0.120
H  -6.460  28.195  15.232  0.031
H  -9.315  26.834  7.930  0.105
C  -8.320  23.496  18.477  -0.150
H  -1.302  25.071  16.196  0.095
H  -0.468  24.079  18.408  0.107
N  -10.457  27.139  11.426  0.169
H  0.139  23.960  10.967  0.125
C  -3.271  25.185  16.822  -0.197
C  -6.607  20.567  11.974  -0.207
H  -7.233  24.850  17.177  0.061
C  -9.559  27.178  10.710  -0.244
C  -2.562  27.672  14.904  -0.240
C  -9.705  27.230  15.377  -0.230
H  -5.314  30.718  17.965  0.123
H  -7.801  27.794  7.793  0.076
H  -12.292  24.109  14.883  0.082
H  -2.791  25.970  9.643  0.045
H  -2.608  28.291  12.124  0.102
C  -3.809  28.519  7.649  -0.241
H  -6.723  21.365  8.647  0.073
H  -6.207  23.578  12.567  0.091
H  -7.553  23.549  14.582  0.049
N  -6.220  21.309  11.188  0.174
C  -12.413  22.191  12.648  -0.216
H  -3.339  29.407  7.219  0.109
H  -6.709  28.027  16.948  0.062
H  -10.949  19.635  16.905  0.120
H  -5.873  25.959  18.884  0.058
C  -4.192  29.314  13.093  -0.096
H  -8.053  25.255  12.747  0.099
N  -11.129  30.140  16.887  0.146
H  -1.283  21.760  17.953  0.071
H  -7.791  17.069  11.922  0.077
H  -5.035  24.629  13.129  0.114
H  -6.168  16.441  11.843  0.076
H  -5.968  30.670  15.625  0.103
H  -10.461  28.856  8.837  0.066
H  -9.672  29.282  7.273  0.073
C  -11.128  21.597  12.303  -0.189
H  -6.743  22.185  5.641  0.066
H  -4.044  27.880  9.715  0.064
C  -6.375  30.642  17.716  -0.186
H  -5.107  28.472  16.317  0.069
H  -11.169  19.206  15.218  0.114
N  -10.603  24.728  18.779  0.202
H  -10.756  21.002  13.141  0.088
H  -5.851  28.903  6.875  0.070
H  -7.985  32.147  13.166  0.119
H  -9.058  29.769  8.833  0.053
N  -8.738  21.223  15.310  0.210
C  -3.296  27.055  13.804  -0.181
H  -11.716  27.863  14.884  0.124
H  -6.878  23.936  8.949  0.075
H  -7.993  26.198  9.848  0.071
C  -5.073  28.139  6.918  -0.120
H  -5.561  27.262  7.354  0.054
H  -14.345  24.051  16.173  0.119
C  -7.403  24.624  14.702  -0.101
H  -12.188  25.335  16.166  0.086
H  -5.274  18.396  12.976  0.117
H  -10.940  26.521  17.030  0.059
H  -4.607  29.840  12.230  0.059
H  -8.145  19.510  12.741  0.115
C  -6.916  21.473  6.445  -0.104
C  -5.318  29.487  9.408  -0.218
H  -10.240  31.440  13.898  0.096
H  -9.513  24.130  10.446  0.047
H  -10.607  23.882  17.393  -0.042
H  -8.301  31.772  11.513  0.117
H  -4.270  26.725  14.167  0.095
H  -13.447  23.672  17.658  0.120
N  -1.463  24.127  13.623  0.174
H  -6.565  17.802  10.840  0.079
H  -4.144  27.577  11.846  0.073
H  -10.512  17.262  16.313  0.114
H  -7.597  26.205  19.061  0.057
H  -7.983  18.729  17.187  0.046
C  -7.040  29.853  18.749  -0.234
N  -4.373  25.250  16.505  0.209
H  -10.689  29.731  12.086  0.030
H  -10.602  22.862  9.879  0.079

Cartesian forces, eV/Å:
C -0.3 0.6 0.8
H -0.3 -0.3 0.6
H 0.0 0.1 0.0
H -0.2 0.0 -0.1
H -0.1 -0.2 0.0
C 1.3 0.9 2.2
N 0.0 -0.3 0.1
H 0.4 0.0 0.3
H 0.0 0.0 0.2
C 0.4 -0.4 -0.1
C 0.4 0.0 0.0
C 0.0 -0.2 -0.4
N 0.1 0.0 -0.1
C 0.0 0.4 0.1
H 0.5 0.0 -0.4
H 0.1 0.0 -0.2
C -0.1 -0.1 0.2
C 0.0 0.4 0.3
C -1.2 0.6 0.0
H 0.2 -0.4 -0.2
N 0.1 0.1 -0.1
H 0.3 -0.1 0.2
C 0.1 -0.8 0.0
C -0.2 -0.6 -0.1
C 0.5 0.4 0.3
C 0.4 0.3 -0.4
H -0.1 -0.1 -0.3
H 0.1 0.3 0.1
H -0.1 -0.1 0.0
H 0.3 -0.4 0.2
C 0.1 0.4 -0.9
H 0.1 0.4 0.6
H 0.1 -0.6 0.2
H 0.1 -0.1 -0.4
H 0.0 -0.4 0.1
C 0.3 1.2 -0.8
C 0.0 0.3 0.5
C 0.1 -0.1 -0.2
H 0.2 0.1 -0.3
H -0.1 0.0 0.2
H -0.1 -0.2 -0.1
C 1.2 0.7 0.1
H 0.0 0.1 -0.2
H -0.1 -0.4 0.2
N 0.2 0.0 0.0
C 0.0 -0.3 -0.6
H -0.2 -0.1 -0.1
H -0.2 0.0 0.0
C 0.0 0.0 -0.6
C -0.4 -0.4 -0.1
H 0.3 0.2 -0.5
H -0.1 -0.3 -0.7
H -0.2 -0.2 0.0
C 0.4 0.9 -0.8
H 0.0 -0.1 -0.1
H -0.2 0.1 0.3
C 0.1 0.3 -0.1
H 0.0 0.0 0.1
C -0.5 -0.4 -0.2
C 0.5 -1.2 -0.5
N 0.2 0.1 0.1
H 0.2 -0.1 0.1
N -0.1 0.0 0.0
C 0.3 1.0 0.5
H -0.4 0.0 0.2
C -0.3 0.0 -1.0
C -0.1 -0.2 0.4
C -0.5 0.3 1.3
C -0.3 0.4 -0.1
C -0.1 -0.2 -0.1
H 0.1 -0.1 -0.1
H -0.1 -0.3 0.2
H -0.4 -0.4 -0.1
H 0.0 -0.1 0.2
H 0.0 -0.3 -0.1
H 0.1 -0.5 0.1
C -0.8 0.2 0.6
C 1.0 0.8 -0.1
C -0.2 0.3 0.0
C -0.7 -0.2 -0.3
C 0.0 0.1 0.2
C 0.1 0.2 -0.2
N 0.1 0.1 -0.1
C 0.9 0.3 0.2
H -0.3 0.0 0.1
H -0.1 0.1 0.2
H 0.0 0.0 0.1
C 0.3 0.8 0.3
C 0.5 -0.4 0.2
H 0.1 0.1 0.0
H 0.0 0.1 -0.3
H 0.0 0.1 0.1
N -0.1 0.0 0.0
C -0.2 0.3 0.0
N 0.2 -0.1 0.0
H -0.2 0.2 -0.1
C -0.6 0.7 -0.2
C 0.4 -0.6 -1.0
C -0.3 -0.4 0.2
H -0.2 -0.1 0.1
H 0.2 -0.3 -0.1
C -0.4 -0.1 -0.6
H 0.2 0.1 0.0
H 0.1 0.1 -0.1
C 0.4 0.1 -0.3
H -0.1 0.0 0.0
H 0.1 0.0 0.0
H 0.0 -0.1 -0.1
C 0.1 0.7 -0.1
H -0.6 0.3 -0.1
H -0.1 0.0 -0.1
H 0.0 0.2 -0.1
H 0.2 0.0 -0.4
C -0.7 -0.6 0.1
H -0.1 -0.4 -0.1
H 0.1 0.0 -0.1
N -0.1 0.0 0.1
H 0.5 0.0 0.2
C 0.2 0.1 -0.2
C 0.3 -0.1 0.2
H -0.1 -0.3 0.1
C 0.0 0.3 -0.1
C -0.2 -0.1 0.2
C -0.5 -0.3 1.1
H 0.0 -0.2 0.0
H 0.2 -0.5 0.1
H -0.2 0.4 -0.1
H 0.1 0.1 0.0
H 0.2 -0.2 0.2
C 0.0 0.5 0.2
H -0.4 0.0 -0.1
H -0.2 0.0 -0.6
H -0.2 0.0 -0.1
N 0.0 0.1 0.0
C -0.1 0.2 0.0
H -0.2 0.0 -0.2
H 0.1 -0.1 0.1
H 0.0 0.2 -0.1
H 0.0 0.0 -0.1
C -0.3 0.4 0.0
H 0.0 -0.2 0.0
N 0.0 0.2 0.1
H -0.1 0.0 0.1
H 0.0 0.1 -0.3
H -0.1 0.5 0.3
H 0.0 0.0 0.1
H 0.0 0.0 0.1
H -0.2 -0.3 -0.5
H -0.2 -0.2 0.0
C 0.4 -0.8 -0.4
H -0.1 0.1 0.0
H 0.0 0.1 0.1
C 0.1 0.4 0.1
H 0.0 0.1 0.2
H -0.1 0.3 0.0
N 0.2 0.6 2.1
H -0.3 0.0 0.1
H 0.3 0.3 0.1
H 0.1 -0.2 0.1
H 0.6 -0.2 -0.2
N 0.1 -0.1 0.0
C 0.0 0.0 -0.7
H 0.0 -0.1 -0.2
H 0.1 -0.4 0.1
H 0.2 0.0 -0.2
C -0.4 -0.6 -0.6
H 0.2 0.0 0.1
H -0.1 -0.1 0.1
C 0.2 0.0 0.4
H -0.3 -0.1 0.1
H -0.1 0.3 0.1
H 0.2 -0.2 0.1
H 0.1 0.1 0.0
H -0.1 -0.3 0.4
C -0.3 -0.2 0.5
C -0.1 -0.2 -0.2
H 0.2 0.0 0.1
H 0.2 -0.1 0.2
H -1.1 -1.1 -2.6
H -0.1 -0.3 -0.1
H 0.1 -0.2 0.3
H 0.0 0.1 0.0
N 0.0 -0.1 0.0
H -0.1 0.2 0.1
H -0.2 -0.4 0.4
H 0.1 -0.1 0.0
H 0.0 0.1 0.5
H 0.0 0.0 0.1
C -0.2 -0.1 0.2
N -0.2 0.0 0.1
H -0.4 -0.1 0.0
H 0.1 0.1 -0.1

Computed properties:
**2S+1**: 1
**Gap between HOMO and LUMO**: 0.3667 hartree
**Molecular weight**: 1105.71 Da
**LUMO energy**: 0.00371 Ha
**Calculated total energy**: -3381.79078 Eh
**Total charge**: 0
**HOMO**: -9.88 eV